The following is a DFT calculation (the ωB97M-V functional and the def2-TZVPD basis) of one molecule with the formula C5H8O.

Bonds (Å) are listed after each position.
Geometry (Å):
1 C -1.4301 -0.2732 0.4055  C2 1.514, H7 1.094, H8 1.096, H9 1.095
2 C 0.0003 0.2065 0.2831  C1 1.514, C3 1.537, C5 1.510, O6 1.408
3 C 0.3293 1.0245 -0.9753  C2 1.537, C4 1.481, H10 1.093, H11 1.096
4 C 1.1094 -0.1344 -1.4675  C3 1.481, H12 1.113
5 C 1.0931 -0.6071 0.9332  C2 1.510, O6 1.413, H13 1.087, H14 1.090
6 O 0.6085 0.5969 1.4910  C2 1.408, C5 1.413
7 H -1.5220 -1.0262 1.1932  C1 1.094
8 H -2.0850 0.5673 0.6608  C1 1.096
9 H -1.7828 -0.7081 -0.5354  C1 1.095
10 H 0.9186 1.9129 -0.7340  C3 1.093
11 H -0.5986 1.2969 -1.4915  C3 1.096
12 H 0.3549 -0.8809 -1.8029  C4 1.113
13 H 2.1367 -0.5792 0.6316  C5 1.087
14 H 0.7687 -1.5288 1.4168  C5 1.090

Values from the calculation:
HOMO level = -0.31300 Eh
spin multiplicity = 1
E = -7356.9729 eV
Kohn-Sham gap = 0.333 Eh
relative energy (zero: lowest compared OMol25 entry of this formula, charge and spin) = 5.282 eV
total charge = 0